(1)
DFT (ωB97M-V with the def2-TZVPD basis set) results for C17H30N2O4 in the gas phase.

```
53
Properties=species:S:1:pos:R:3
C -4.33 -2.47 -0.11
C -3.25 -3.40 -0.63
O -2.11 -3.40 0.22
C -1.22 -2.43 0.04
O -1.31 -1.56 -0.79
C -0.06 -2.55 1.02
N 0.72 -1.34 1.04
C 1.65 -1.12 0.08
O 2.08 -1.98 -0.66
C 2.07 0.36 0.01
C 3.41 0.54 -0.71
C 4.61 0.48 0.23
C 5.89 0.73 -0.56
C 4.70 -0.86 0.95
N 1.01 1.07 -0.69
C -0.11 1.48 -0.06
O -0.27 1.29 1.14
C -1.10 2.22 -0.95
C -2.46 1.51 -0.96
C -3.20 1.67 0.36
C -3.36 3.15 0.71
C -1.99 3.80 0.82
C -1.24 3.68 -0.50
H -3.97 -1.44 -0.11
H -4.62 -2.74 0.90
H -5.21 -2.52 -0.75
H -3.60 -4.44 -0.64
H -2.95 -3.11 -1.64
H -0.43 -2.79 2.01
H 0.59 -3.36 0.66
H 0.28 -0.51 1.44
H 2.11 0.77 1.02
H 3.50 -0.25 -1.46
H 3.40 1.50 -1.22
H 4.51 1.28 0.98
H 6.76 0.73 0.10
H 6.03 -0.05 -1.31
H 5.85 1.69 -1.07
H 5.61 -0.91 1.55
H 4.71 -1.68 0.23
H 3.85 -1.01 1.61
H 1.05 1.06 -1.69
H -0.70 2.21 -1.97
H -2.31 0.46 -1.19
H -3.06 1.95 -1.76
H -2.63 1.18 1.15
H -4.18 1.19 0.29
H -3.90 3.24 1.66
H -3.95 3.64 -0.06
H -1.42 3.31 1.60
H -2.10 4.86 1.08
H -0.26 4.14 -0.42
H -1.80 4.22 -1.28
```

Properties
orbital gap: 10.17 eV
charge: 0
relative energy (zero: lowest compared OMol25 entry of this formula, charge and spin): 0.000 eV
structure (SMILES): CCOC(=O)CNC(=O)[C@@H](CC(C)C)NC(=O)C1CCCCC1

---

(2)
DFT (ωB97M-V with the def2-TZVPD basis set) results for a 5-piece molecular cluster, C47H73I2N7OP overall.

```
131
Properties=species:S:1:pos:R:3
C 8.29 -1.08 0.63
C 6.88 -0.19 0.48
C 7.16 1.43 0.43
C 5.90 2.33 1.05
C 5.00 2.98 -0.16
C 4.58 4.55 0.04
C 3.72 4.88 1.40
C 2.43 3.90 1.65
C 1.44 3.75 0.31
C 0.13 2.90 0.79
C 0.09 1.30 0.40
C 1.51 0.51 0.67
C 1.61 -0.27 2.11
C 1.61 0.73 3.43
I 3.68 0.80 4.26
C -0.35 1.13 -1.21
C 0.33 2.08 -2.34
C 0.02 1.72 -3.90
C -0.28 0.15 -4.24
I 1.76 2.41 -5.11
C -1.95 1.44 -1.24
P -3.19 2.03 -2.56
N -4.77 2.50 -1.85
O -3.56 0.57 -3.49
N -2.38 1.19 0.04
C -1.31 0.68 1.00
C -1.63 -0.89 1.08
C -0.80 -1.94 0.17
N -1.39 -3.20 -0.02
C -1.90 1.22 2.44
C -3.38 0.67 2.86
C -4.15 1.89 3.71
C -3.42 2.00 5.19
C -3.82 3.47 5.89
H 9.15 -0.69 -0.05
H 8.09 -2.21 0.31
H 8.63 -1.14 1.77
H 6.35 -0.61 -0.51
H 6.20 -0.53 1.37
H 7.41 1.70 -0.68
H 8.17 1.61 1.04
H 5.21 1.53 1.60
H 6.26 3.10 1.86
H 5.68 2.94 -1.14
H 4.09 2.26 -0.38
H 3.99 4.98 -0.88
H 5.60 5.17 0.11
H 3.34 5.98 1.33
H 4.40 4.81 2.38
H 2.86 2.86 2.02
H 1.80 4.41 2.52
H 2.10 3.23 -0.51
H 1.19 4.83 -0.09
H -0.82 3.45 0.32
H 0.05 3.11 1.96
H 1.76 -0.31 -0.17
H 2.47 1.22 0.64
H 2.70 -0.77 2.12
H 0.87 -1.16 2.26
H 1.32 1.84 3.18
H 0.95 0.22 4.25
H 0.07 0.08 -1.49
H 0.08 3.21 -2.12
H 1.51 1.99 -2.20
H -0.88 2.43 -4.25
H 0.73 -0.43 -4.31
H -0.81 0.14 -5.32
H -1.07 -0.31 -3.50
H -5.16 1.65 -1.37
H -4.56 3.28 -1.19
H -4.55 0.35 -3.37
H -3.40 1.34 0.15
H -1.49 -1.25 2.21
H -2.78 -1.05 0.78
H 0.21 -1.80 -0.40
H -0.77 -3.76 -0.64
H -1.98 2.41 2.51
H -1.17 0.93 3.35
H -3.21 -0.19 3.66
H -4.03 0.27 1.97
H -4.00 2.93 3.18
H -5.30 1.70 3.80
H -3.74 1.10 5.86
H -2.25 1.98 5.11
H -4.98 3.66 5.80
H -3.24 4.37 5.40
H -3.57 3.47 7.06
N -0.12 -7.87 -1.46
C -0.86 -8.75 -2.17
C -2.14 -8.48 -2.64
C -2.69 -7.24 -2.35
C -1.96 -6.31 -1.62
C -0.69 -6.67 -1.20
H -0.38 -9.70 -2.37
H -2.68 -9.22 -3.21
H -3.69 -6.99 -2.70
H -2.36 -5.34 -1.38
H -0.07 -5.99 -0.62
N -6.10 -9.16 -0.51
C -4.83 -8.78 -0.25
C -4.27 -8.75 1.02
C -5.07 -9.13 2.09
C -6.38 -9.54 1.86
C -6.84 -9.54 0.55
H -4.25 -8.48 -1.12
H -3.25 -8.43 1.17
H -4.67 -9.12 3.10
H -7.02 -9.84 2.68
H -7.86 -9.84 0.32
N 10.25 -0.88 -2.64
C 11.03 -0.13 -3.45
C 10.56 0.59 -4.53
C 9.19 0.53 -4.81
C 8.36 -0.24 -4.00
C 8.93 -0.91 -2.94
H 12.09 -0.12 -3.19
H 11.23 1.18 -5.15
H 8.78 1.08 -5.66
H 7.30 -0.30 -4.20
H 8.33 -1.52 -2.28
N -7.62 3.99 -0.12
C -8.25 4.86 0.70
C -9.15 5.82 0.26
C -9.42 5.89 -1.11
C -8.79 5.00 -1.97
C -7.90 4.08 -1.44
H -8.00 4.77 1.75
H -9.63 6.49 0.96
H -10.12 6.62 -1.49
H -8.98 5.03 -3.04
H -7.39 3.37 -2.07
```

Properties
orbital gap: 6.35 eV
charge: +1

---

(3)
DFT (ωB97M-V with the def2-TZVPD basis set) results for C3H9OPS in the gas phase.

```
15
Properties=species:S:1:pos:R:3
C 1.56 -0.28 0.76
C 1.28 -0.09 -0.77
S -0.22 -1.00 -1.36
C -1.49 -0.87 -0.04
P -2.01 0.87 0.42
O -1.30 1.95 -0.67
H 2.39 0.39 1.03
H 1.88 -1.32 0.92
H 0.66 -0.04 1.34
H 1.09 0.98 -0.94
H 2.11 -0.47 -1.37
H -2.38 -1.42 -0.37
H -1.13 -1.37 0.88
H -1.32 1.15 1.66
H -1.12 1.52 -1.50
```

Properties
orbital gap: 8.91 eV
charge: 0
relative energy (zero: lowest compared OMol25 entry of this formula, charge and spin): 2.112 eV
structure (SMILES): CCSCPO

---

Computed LUMO energy (eV) in order:
0.8; -4.6; 0.7